Computed, not measured: a structure of composition CH3IO3S2 in a non-equilibrium geometry, with ωB97M-V/def2-TZVPD.

Geometry as XYZ:
```
10
Properties=species:S:1:pos:R:3:forces:R:3:nbo_charge:R:1
I -3.625 0.596 -1.342 -0.6 -0.1 -0.7 0.070
S -0.137 1.777 -0.197 -0.9 -2.5 1.3 2.371
S -2.457 0.627 0.662 -1.4 -2.1 1.0 0.356
O -1.584 1.942 0.582 1.5 1.5 -0.1 -0.865
O 0.302 3.090 -0.199 1.4 2.6 -0.4 -0.901
O -0.397 0.998 -1.360 0.5 0.2 -0.2 -0.912
C 0.837 0.767 0.960 0.0 -3.2 -1.3 -0.927
H 0.627 0.841 2.071 0.2 0.4 -1.6 0.272
H 1.902 0.931 0.642 -1.0 0.2 0.7 0.266
H 0.627 -0.383 0.570 0.3 3.0 1.3 0.270
```
Positions in Å, forces in eV/Å.

Its energy relative to the best compared isomer or geometry (same formula, charge and spin) is 0.0 kJ/mol. The value obtained for the HOMO energy is -8.86 eV. The calculation puts the frontier orbital gap at 0.3104 Ha.

---

Computed, not measured: a structure of composition C19H14BrGaN4O6, with ωB97M-V/def2-TZVPD.

Geometry as XYZ:
```
45
Properties=species:S:1:pos:R:3:forces:R:3:nbo_charge:R:1
Br 5.634 -2.679 -0.866 0.0 0.0 0.0 0.179
Ga 0.544 0.176 3.379 0.1 -0.2 0.1 1.434
O -4.986 1.915 0.588 -0.2 0.0 0.1 -0.625
O -3.405 0.727 -0.390 0.1 0.0 -0.1 -0.562
O -2.269 -1.421 1.285 0.0 -0.1 -0.1 -0.523
O 2.345 -0.942 2.856 0.1 0.2 0.0 -0.557
O -0.563 -1.150 2.713 -0.3 -0.3 0.2 -0.861
O 0.908 0.408 1.177 -0.2 0.2 -0.1 -0.743
N -1.134 1.364 3.082 -0.1 0.2 0.2 -0.402
N -0.288 -0.320 -1.501 0.1 -0.1 0.0 -0.552
N 1.347 -0.009 -3.017 0.1 0.1 -0.2 -0.395
N -1.604 2.612 3.186 0.0 0.0 -0.1 -0.287
C -0.077 0.327 -5.030 0.0 0.0 0.0 -0.113
C 1.888 -0.408 0.629 0.2 -0.1 0.0 0.315
C -1.619 -0.746 2.028 0.4 0.0 -0.2 0.757
C 2.067 -0.588 -0.742 -0.1 0.1 0.2 -0.172
C -0.910 -0.140 -2.733 -0.2 0.0 0.1 0.224
C -2.674 2.783 2.394 0.2 0.1 -0.1 0.042
C 3.838 -1.727 1.095 0.0 0.0 -0.1 -0.232
C -1.905 0.727 2.212 -0.1 -0.2 0.2 0.093
C -2.428 0.067 -4.504 0.0 0.0 0.0 0.010
C 2.721 -1.042 1.540 0.0 0.0 -0.3 0.248
C -3.788 1.342 0.563 0.1 0.0 -0.1 0.798
C -1.376 0.313 -5.431 0.0 0.0 0.0 -0.224
C -2.217 -0.164 -3.132 0.2 0.0 0.0 -0.233
C 1.051 -0.269 -1.733 -0.2 -0.1 0.1 0.476
C 3.209 -1.539 3.858 0.0 0.0 0.1 -0.256
C 0.177 0.080 -3.644 0.0 0.0 0.0 0.188
C -2.882 1.592 1.717 -0.2 0.1 0.1 -0.240
C 4.097 -1.791 -0.273 -0.1 0.1 0.0 -0.086
C 3.214 -1.246 -1.191 0.2 -0.2 0.1 -0.151
H 4.167 -1.022 3.869 0.0 0.0 0.0 0.216
H 3.373 -1.360 -2.254 0.0 0.0 0.0 0.272
H 2.697 -1.410 4.808 0.0 0.0 0.0 0.223
H -3.040 -0.344 -2.457 0.0 0.0 0.1 0.282
H 0.698 1.162 0.607 0.1 0.0 0.0 0.533
H -0.728 -0.746 -0.692 -0.1 0.1 0.0 0.460
H 3.323 -2.599 3.643 0.0 0.0 0.0 0.219
H -5.240 2.210 1.473 0.0 0.0 0.0 0.500
H -3.168 3.739 2.329 -0.1 0.0 0.0 0.265
H 4.517 -2.201 1.787 0.0 0.0 0.0 0.262
H 0.748 0.501 -5.705 0.0 0.0 0.0 0.261
H -3.444 0.059 -4.874 0.0 0.0 0.0 0.247
H -1.182 3.275 3.819 0.0 0.0 0.0 0.450
H -1.634 0.484 -6.466 0.0 0.0 0.0 0.259
```
Positions in Å, forces in eV/Å.

Its total charge is +2. The value obtained for the HOMO energy (alpha / beta) is -14.57 / -14.62 eV. The calculation puts the frontier orbital gap (alpha / beta) at 0.1954 / 0.2448 Ha.

---

Computed, not measured: an isolated molecule of C20H23NO, with ωB97M-V/def2-TZVPD.

Geometry as XYZ:
```
45
Properties=species:S:1:pos:R:3:forces:R:3:nbo_charge:R:1
O -3.345 0.393 -0.968 -0.3 -0.2 -0.1 -0.621
N -1.424 1.148 -0.047 0.1 0.0 0.2 -0.610
C 0.692 -0.736 1.875 -0.2 0.0 -0.1 -0.238
C -1.403 1.289 2.385 -0.1 -0.2 -0.2 -0.612
C -1.997 1.906 -2.236 -0.1 0.1 -0.3 -0.175
C -1.840 1.249 -3.450 0.0 0.0 0.0 -0.160
C -1.507 0.365 1.177 -0.1 0.1 0.1 -0.070
C -0.679 -1.784 0.228 0.0 -0.1 0.0 -0.212
C 1.634 -1.755 1.766 0.0 0.0 -0.1 0.072
C -1.863 3.293 -2.164 0.0 -0.1 0.0 0.090
C -2.072 4.041 -0.880 0.0 0.0 0.0 -0.653
C -2.344 1.076 -1.037 0.3 0.2 0.0 0.674
C 3.600 -3.023 2.695 0.2 0.2 -0.1 -0.392
C 2.388 -3.935 0.725 0.2 0.0 0.0 -0.419
C 2.882 -1.681 2.604 0.1 -0.1 0.1 -0.439
C -0.470 -0.738 1.122 0.0 0.0 0.1 -0.030
C -1.364 3.329 -4.528 0.0 0.1 0.0 -0.195
C 1.417 -2.795 0.868 0.0 0.0 0.0 -0.056
C -1.517 1.954 -4.594 0.0 -0.1 0.0 -0.222
C 0.253 -2.792 0.107 -0.1 0.1 0.0 -0.181
C 3.762 -3.604 1.296 -0.1 -0.2 0.1 -0.391
C -1.545 3.987 -3.325 0.0 0.0 0.0 -0.241
H -2.473 5.032 -1.083 0.0 0.1 0.0 0.220
H -1.579 -1.798 -0.368 -0.1 0.0 -0.1 0.224
H -1.444 5.063 -3.283 0.0 0.1 0.0 0.208
H 3.556 -0.944 2.155 0.0 0.0 0.1 0.207
H 1.979 -4.803 1.253 0.0 0.0 -0.1 0.210
H -0.573 1.665 -0.203 0.0 0.0 -0.1 0.397
H -1.433 0.710 3.304 0.0 0.0 0.1 0.219
H -1.975 0.178 -3.485 0.0 -0.1 0.0 0.222
H 0.886 0.061 2.577 0.0 0.1 0.1 0.203
H 4.573 -2.890 3.172 0.0 0.0 0.1 0.209
H 2.472 -4.211 -0.329 -0.1 0.0 0.0 0.215
H -1.115 3.890 -5.416 0.0 0.0 -0.1 0.213
H 2.629 -1.319 3.604 0.0 0.1 0.0 0.212
H -0.480 1.865 2.357 0.1 0.1 0.1 0.199
H -2.239 1.985 2.386 0.0 0.1 0.0 0.220
H -1.390 1.436 -5.533 0.0 0.0 -0.1 0.215
H 4.263 -2.874 0.657 0.1 0.0 0.0 0.196
H -2.762 3.511 -0.228 0.0 0.1 0.1 0.224
H -2.503 -0.094 1.154 0.2 0.1 0.0 0.242
H -1.127 4.168 -0.350 0.0 0.0 0.1 0.214
H 3.015 -3.713 3.308 0.0 -0.1 0.1 0.196
H 0.079 -3.601 -0.589 0.0 -0.1 -0.1 0.207
H 4.378 -4.505 1.324 0.0 0.0 -0.1 0.209
```
Positions in Å, forces in eV/Å.

Its energy relative to the best compared isomer or geometry (same formula, charge and spin) is 10.5 kJ/mol. The value obtained for the HOMO energy is -8.66 eV. The calculation puts the frontier orbital gap at 0.3471 Ha. Its SMILES is Cc1ccccc1C(=O)N[C@H](C)c1ccc2c(c1)CCCC2.

---

Computed, not measured: a cluster of 2 separate species, C4H11NO2 in total in a non-equilibrium geometry, with ωB97M-V/def2-TZVPD.

Geometry as XYZ:
```
18
Properties=species:S:1:pos:R:3:forces:R:3:nbo_charge:R:1
O 3.250 -1.013 1.134 -0.5 0.0 0.4 -0.941
O 0.796 2.950 -0.427 0.4 0.6 0.1 -0.606
N 0.380 1.027 0.687 -0.3 -0.1 -0.2 -0.620
C -1.099 -0.833 -0.080 0.0 -0.9 0.1 -0.419
C -0.670 0.614 -0.227 1.0 -0.1 -0.7 -0.223
C -2.281 -1.093 -0.982 -1.1 1.8 -1.0 -0.615
C 1.074 2.195 0.471 -0.8 -2.4 0.4 0.529
H 3.431 -1.921 0.904 0.0 -0.4 -0.1 0.471
H -2.419 -0.350 -1.794 0.9 -0.1 0.1 0.207
H -1.410 -1.174 0.915 0.3 0.5 0.2 0.200
H 1.881 2.192 1.213 0.4 1.0 -0.1 0.108
H -0.249 0.630 -1.254 -0.3 0.5 0.4 0.198
H -2.253 -2.020 -1.529 -0.4 -0.7 0.4 0.218
H 3.857 -0.507 0.605 0.4 0.4 -0.3 0.471
H 0.673 0.319 1.348 0.4 0.5 0.0 0.403
H -0.300 -1.546 -0.359 0.0 0.7 0.1 0.203
H -1.468 1.355 -0.181 -0.3 -0.3 -0.1 0.204
H -3.194 -0.824 -0.442 -0.2 -1.1 0.1 0.212
```
Positions in Å, forces in eV/Å.

Its energy relative to the best compared isomer or geometry (same formula, charge and spin) is 95.3 kJ/mol. The value obtained for the HOMO energy is -9.51 eV. The calculation puts the frontier orbital gap at 0.3707 Ha. Its SMILES is CCCNC=O.O.

---

Calculated values (eV) of calculated total energy for the records, taken in order: -36997.530; -160578.247; -24652.351; -9911.254.